# 1
C17H33N11O16 | ωB97M-V with the def2-TZVPD basis set

Each line ends with the Löwdin charge.
Positions of all 77 atoms, in Å:
N 2.7468 -1.4969 0.8532  0.00
C 1.7855 -0.4612 1.3955  -0.21
C 0.9450 0.0471 0.1448  -0.12
C 1.5843 1.0166 -0.7401  -0.02
C 0.8439 1.4954 -1.9716  -0.04
C -0.4922 0.9579 -2.2176  -0.01
C -1.1762 -0.0523 -1.2761  -0.20
N -2.4578 -0.4760 -1.6043  0.10
C -2.9332 -1.3962 -0.7227  -0.09
C -2.1579 -1.8865 0.4588  -0.07
N -0.9138 -1.4664 0.8358  0.12
C -0.4478 -0.5266 -0.0819  -0.16
H 3.3031 -0.9523 0.1746  0.06
H 2.1416 -2.0704 0.2443  0.07
H 2.3609 0.3878 1.8660  0.09
H 1.1225 -0.9745 2.1532  0.10
H 2.6226 1.3879 -0.5108  0.10
H 1.3520 2.2141 -2.6611  0.10
H -1.0262 1.2997 -3.1461  0.07
H -3.9608 -1.8105 -0.8882  0.08
H -2.6517 -2.6663 1.1095  0.08
C -3.0771 -6.5848 1.3099  0.05
N -3.6808 -5.2264 1.2814  -0.43
O -4.6675 -5.0643 0.5892  0.07
O -3.1395 -4.3701 1.9572  0.04
H -3.6591 -7.2390 0.6666  0.10
H -2.0546 -6.4966 0.9482  0.10
H -3.1025 -6.9332 2.3402  0.10
C -3.0395 3.1541 -0.7599  0.05
N -2.2045 4.3775 -0.8800  -0.43
O -2.3678 5.2575 -0.0510  0.04
O -1.4119 4.4133 -1.7994  0.07
H -3.6958 3.2604 0.0995  0.10
H -3.6178 3.0580 -1.6770  0.10
H -2.3609 2.3119 -0.6395  0.08
C -6.1013 -0.9537 -2.2103  0.03
N -6.6999 0.4074 -2.2377  -0.44
O -7.6857 0.5722 -2.9305  0.07
O -6.1557 1.2600 -1.5612  0.05
H -6.6848 -1.6064 -2.8539  0.10
H -5.0775 -0.8687 -2.5723  0.08
H -6.1290 -1.3031 -1.1801  0.09
C 2.5348 3.2033 3.7073  0.04
N 3.6481 2.6739 2.8753  -0.45
O 4.5770 2.1376 3.4513  0.06
O 3.5487 2.8156 1.6690  0.04
H 2.7572 3.0066 4.7532  0.10
H 2.4660 4.2666 3.5234  0.06
H 1.6251 2.6897 3.4025  0.10
C 5.2635 -2.4792 3.2324  0.03
N 5.0714 -3.2509 4.4896  -0.45
O 5.9589 -4.0192 4.8190  0.05
O 4.0376 -3.0593 5.1011  0.06
H 6.2210 -2.7500 2.7997  0.07
H 4.4489 -2.7373 2.5571  0.08
H 5.2420 -1.4219 3.4891  0.10
C 6.4314 -4.9969 -0.0995  0.05
N 5.8080 -3.6489 -0.1714  -0.43
O 4.8255 -3.5242 -0.8787  0.06
O 6.3328 -2.7679 0.4870  0.04
H 5.8655 -5.6774 -0.7299  0.09
H 7.4558 -4.9037 -0.4536  0.10
H 6.4009 -5.3174 0.9403  0.10
C -0.1801 6.7289 1.7394  0.05
N 1.0205 6.1533 2.4011  -0.42
O 0.8371 5.3123 3.2673  0.03
O 2.1030 6.5602 2.0310  0.08
H -1.0676 6.2727 2.1681  0.09
H -0.1730 7.8023 1.9183  0.10
H -0.1069 6.5050 0.6773  0.09
C -2.7078 1.3935 -6.9910  0.05
N -2.7051 1.6111 -5.5201  -0.44
O -3.6864 1.2523 -4.8983  0.06
O -1.7148 2.1356 -5.0442  0.05
H -3.6453 0.9220 -7.2726  0.09
H -2.6067 2.3668 -7.4665  0.10
H -1.8642 0.7488 -7.2286  0.10

spin multiplicity	1
orbital gap	7.82	eV
E_HOMO	-8.328	eV
structure (SMILES)	NCc1cccc2nccnc12.C[N+](=O)[O-].C[N+](=O)[O-].C[N+](=O)[O-].C[N+](=O)[O-].C[N+](=O)[O-].C[N+](=O)[O-].C[N+](=O)[O-].C[N+](=O)[O-]

---

# 2
HO2PdS | ωB97M-V with the def2-TZVPD basis set

Each line ends with the Löwdin charge.
Positions of all 5 atoms, in Å:
S 0.5072 0.2854 -0.5704  1.07
O 0.5872 1.1053 0.8545  -0.67
Pd -0.9210 0.5975 1.5716  0.84
O -0.8273 -0.4609 -0.3244  -0.52
H 0.1310 2.2036 1.1701  0.28

spin multiplicity	3
orbital gap (alpha / beta)	8.99 / 8.44	eV
E_HOMO (alpha / beta)	-15.123 / -15.945	eV
total charge	+1
ΔE to the lowest compared entry with this formula, charge and spin	0.00	kJ/mol

---

# 3
C23H18N3O5PdSb | ωB97M-V with the def2-TZVPD basis set

Each line ends with the Löwdin charge.
Positions of all 51 atoms, in Å:
Pd 0.1204 -0.0447 -0.7916  0.56
C 1.8677 2.5524 2.3903  -0.04
C 1.2277 2.7117 1.0430  -0.36
C 1.9455 3.2315 -0.0342  -0.05
C 1.3600 3.2589 -1.2890  -0.08
C 0.0874 2.7288 -1.4457  -0.15
C -0.5468 2.1869 -0.3232  -0.54
N -0.0137 2.2462 0.9125  0.07
Sb -2.4368 1.1559 -0.5607  1.37
C -2.3367 0.2453 1.3810  -0.47
C -3.2756 0.4864 2.3789  -0.14
C -3.0311 -0.0272 3.6451  -0.10
C -1.8719 -0.7507 3.8704  -0.05
C -0.9872 -0.9601 2.8108  -0.32
C 0.2915 -1.7328 2.9509  -0.03
N -1.2389 -0.4717 1.5992  0.07
C -1.6602 -0.4770 -1.7964  -0.63
C -1.3616 -0.2324 -3.1591  -0.15
C -1.1497 -1.3034 -3.9970  -0.10
C -1.2636 -2.5997 -3.4893  -0.08
C -1.5876 -2.7696 -2.1504  -0.39
C -1.6692 -4.1398 -1.5363  -0.06
N -1.8243 -1.7477 -1.3237  0.05
H 2.7557 3.1770 2.4896  0.07
H 2.1746 1.5075 2.4933  0.08
H 1.1548 2.7864 3.1826  0.07
H 2.9659 3.5636 0.1102  0.11
H 1.9080 3.6321 -2.1454  0.10
H -0.3809 2.6876 -2.4204  0.08
H -4.1607 1.0765 2.1754  0.07
H -3.7331 0.1497 4.4534  0.09
H -1.6450 -1.1492 4.8522  0.10
H 0.5861 -1.8544 3.9939  0.07
H 1.0788 -1.2296 2.3831  0.06
H 0.1686 -2.7224 2.5033  0.08
H -1.2698 0.7836 -3.5209  0.07
H -0.8707 -1.1430 -5.0318  0.09
H -1.0805 -3.4617 -4.1193  0.09
H -1.5744 -4.9212 -2.2914  0.06
H -2.6143 -4.2619 -1.0042  0.07
H -0.8640 -4.2535 -0.8076  0.07
O 6.6118 0.0913 -0.7136  0.02
C 5.3884 0.0154 -0.7778  -0.33
C 4.4587 -0.1971 0.3652  -0.34
O 4.7796 -0.3424 1.5495  -0.01
C 3.1072 -0.2340 -0.1914  -0.33
C 3.1587 -0.0087 -1.6256  -0.35
O 2.1538 0.0575 -2.3607  -0.04
C 4.5721 0.1280 -2.0238  -0.33
O 5.0078 0.3597 -3.1503  0.01
O 2.0384 -0.4028 0.4516  -0.09

spin multiplicity	1
orbital gap	4.80	eV
E_HOMO	-0.271	eV
total charge	-2
ΔE to the lowest compared entry with this formula, charge and spin	0.00	kJ/mol

---

# 4
C27H50OP2Rh | ωB97M-V with the def2-TZVPD basis set

Each line ends with the Löwdin charge.
Positions of all 81 atoms, in Å:
Rh -1.7340 -1.6741 0.4153  0.75
C -0.0911 0.3943 2.3637  -0.22
C -1.3719 0.7674 1.9423  -0.17
C -1.4031 -1.5281 2.5410  -0.34
C -0.0512 -0.9874 2.6548  -0.18
C -2.2564 -0.4159 2.0333  -0.37
C 1.0198 1.3877 2.5709  -0.03
H 0.9644 2.2224 1.8599  0.07
H 2.0001 0.9204 2.4446  0.07
H 0.9758 1.8298 3.5785  0.11
C 1.1492 -1.6895 3.1555  -0.01
H 1.6994 -1.0528 3.8691  0.11
H 1.8476 -1.9254 2.3315  0.11
H 0.8604 -2.6266 3.6434  0.08
C -1.9567 -2.6447 3.3796  -0.04
H -2.2969 -2.3200 4.3877  0.11
H -1.1960 -3.4221 3.5624  0.08
H -2.8296 -3.1033 2.8834  0.07
C -3.6780 -0.1997 2.4329  -0.06
H -3.7475 0.0671 3.4928  0.10
H -4.2963 -1.0850 2.2558  0.07
H -4.0799 0.6567 1.8912  0.08
C -1.8506 2.1612 1.7726  -0.01
H -2.7122 2.3811 2.4247  0.10
H -2.1481 2.4014 0.7411  0.08
H -1.0628 2.8797 2.0337  0.09
C 2.6330 1.8309 -0.1571  -0.04
C 2.9231 3.0429 -0.5764  -0.08
C 1.9551 4.1567 -1.0009  -0.16
C 1.2524 3.8492 -2.3696  -0.18
C -0.0729 3.2717 -2.0253  -0.12
C -0.2346 2.0586 -1.5080  -0.13
C 0.7204 0.9060 -1.5554  -0.22
C 1.7033 0.7535 -0.3724  -0.20
H 2.4920 5.1070 -1.1154  0.10
H 1.8342 3.1566 -2.9955  0.12
H 1.1782 4.3742 -0.2338  0.12
H 2.3273 -0.1559 -0.4683  0.14
H 3.8207 0.9038 0.7490  0.03
H 3.9909 3.3496 -0.6143  0.10
H 1.0761 0.5724 0.5094  0.07
H 0.0844 0.0023 -1.4005  -0.01
H -1.1742 1.8189 -1.0090  0.08
H 1.2593 0.7926 -2.5078  0.12
H 1.1050 4.7776 -2.9526  0.11
H -0.9352 3.9724 -1.9808  0.12
P -1.3231 -1.2580 -2.7136  0.86
P -3.3203 -2.4410 -0.6018  0.61
C -2.8947 -2.0433 -3.3336  -0.44
C -3.2222 -3.1570 -2.3506  -0.39
H -2.7391 -2.3848 -4.3678  0.09
H -3.6363 -1.2282 -3.3666  0.07
H -4.2054 -3.5936 -2.6151  0.09
H -2.4569 -3.9532 -2.3802  0.08
C -4.4597 -3.6260 0.1971  -0.25
H -4.6028 -3.3292 1.2502  0.03
H -4.0812 -4.6624 0.1174  0.06
H -5.4436 -3.5896 -0.3149  0.06
C -4.6099 -1.1786 -0.9544  -0.24
H -5.3722 -1.6710 -1.5823  0.06
H -4.2120 -0.3207 -1.5004  0.04
H -5.0617 -0.8721 -0.0037  0.04
C -0.1525 -2.4492 -3.5044  -0.26
H 0.8743 -2.1279 -3.3046  0.04
H -0.3051 -2.4297 -4.5896  0.05
H -0.2952 -3.4570 -3.1042  0.04
C -1.3091 -0.1086 -4.1817  -0.26
H -2.1984 0.5279 -4.1460  0.05
H -1.3543 -0.7414 -5.0788  0.04
H -0.4033 0.5107 -4.2232  0.04
C 6.0661 1.5997 0.2913  -0.06
C 5.7296 0.3100 1.0107  -0.50
C 6.4914 0.1010 2.3072  -0.06
O 4.3330 0.2305 1.3309  -0.11
H 5.8616 2.4490 0.9598  0.09
H 5.4569 1.7085 -0.6161  0.07
H 7.1252 1.6235 0.0076  0.09
H 5.9871 -0.5351 0.3532  0.13
H 6.1851 0.8706 3.0230  0.08
H 6.2809 -0.8812 2.7388  0.08
H 7.5745 0.1720 2.1688  0.08

spin multiplicity	5
orbital gap (alpha / beta)	7.31 / 6.30	eV
E_HOMO (alpha / beta)	-9.907 / -10.974	eV
total charge	+1
ΔE to the lowest compared entry with this formula, charge and spin	88.04	kJ/mol

---

E_tot, respectively: -2472.89085, -676.65143, -1795.84024, -1926.81650 hartree.